Record 1
Entry from the Open Molecules 2025 dataset: a structure of composition C3H3Br3O2S in a non-equilibrium geometry (ωB97M-V/def2-TZVPD).

The HOMO-LUMO gap (spin up / spin down) comes out at 0.291 / 0.259 Ha. Its charge is 0. The total energy comes out at -228210.072 eV. As for the multiplicity: 3.

XYZ file:
```
12
Properties=species:S:1:pos:R:3:forces:R:3
C -0.8604 -1.2082 -1.2567 1.4 1.1 -0.1
C -1.7642 0.4398 0.4268 -0.1 2.3 0.6
C 1.6659 0.0118 0.2940 -0.7 -0.1 -0.4
O -0.6669 1.1839 -0.1032 -1.2 -1.1 0.5
O 0.7856 0.7409 -2.0853 0.2 0.8 -0.5
S 0.2831 0.1377 -0.9005 0.4 -1.7 -0.4
Br -0.3039 -2.5807 -0.1195 0.0 -1.0 0.4
Br -1.5137 -0.0113 2.2400 -0.1 0.0 0.1
Br -3.3987 1.2716 0.0028 0.3 -0.3 0.0
H 1.2740 -0.1624 1.2891 -0.1 -0.1 0.1
H 2.3282 -0.7906 -0.0163 -0.1 -0.1 -0.1
H 2.1710 0.9677 0.2288 0.0 0.2 -0.1
```
Positions in Å, forces in eV/Å.

These are the natural (NBO) partial charges, in e, on atoms 1 to 6: -0.5521 0.0064 -0.8376 -0.7380 -0.8771 1.8931

Record 2
Entry from the Open Molecules 2025 dataset: a structure of composition C13H41NNbO8 in a non-equilibrium geometry (ωB97M-V/def2-TZVPD).

The HOMO-LUMO gap comes out at 0.247 Ha. Its charge is -1. The total energy comes out at -33555.247 eV.

XYZ file:
```
64
Properties=species:S:1:pos:R:3:forces:R:3
Nb 1.1030 -1.0212 1.0999 -0.3 0.5 0.2
C -1.0032 -0.1708 0.6478 2.4 -0.6 -0.1
C -1.9279 -1.0272 0.0764 -0.8 -0.4 -0.4
C -3.1859 -0.5530 -0.2313 0.6 -0.4 0.3
C -3.3898 0.7659 0.0710 -2.4 0.8 -0.5
C -2.4510 1.5570 0.6626 0.8 0.2 0.4
N -1.2357 1.1064 0.9647 -0.5 0.3 -0.2
H 1.0013 -1.8332 -0.5374 -0.3 -0.4 0.0
H 0.4308 -2.5333 1.9105 -0.1 -0.2 0.4
H 1.1582 -0.2511 2.7842 0.0 -0.2 0.4
H 1.7608 0.5497 0.4016 0.1 0.1 0.3
H 2.8446 -1.6002 1.1805 0.2 0.2 -0.6
H -1.6588 -2.0479 -0.1514 0.2 -0.1 0.0
H -3.9542 -1.1742 -0.6756 0.0 0.0 -0.2
H -4.3542 1.2127 -0.1654 0.0 0.1 0.0
H -2.6615 2.5981 0.8832 0.0 0.0 0.0
C -6.4295 -2.4505 0.9543 0.2 0.2 -0.1
O -6.5335 -1.1051 0.5028 -0.1 -0.1 0.0
H -7.4338 -2.8182 1.1542 0.0 0.1 0.0
H -5.9643 -3.0782 0.1894 0.0 -0.1 0.1
H -5.8393 -2.5027 1.8726 0.0 -0.1 0.0
H -5.6391 -0.7924 0.3309 0.0 0.1 0.1
C 3.2048 3.3665 -0.5023 0.1 -0.2 0.4
O 3.8614 2.2886 0.1494 0.4 0.3 -0.3
H 3.1603 3.1475 -1.5644 0.0 0.0 0.0
H 2.1871 3.4784 -0.1182 0.0 0.1 -0.1
H 3.7626 4.2987 -0.3521 -0.1 0.1 -0.1
H 3.8883 2.4900 1.0875 -0.2 -0.2 0.1
C 3.6335 -3.2139 -2.9027 0.2 0.3 0.3
O 3.2552 -2.4008 -1.8065 0.1 -0.3 -0.4
H 2.7380 -3.7010 -3.2835 0.0 0.0 0.0
H 4.0773 -2.6098 -3.7026 0.0 -0.1 -0.1
H 4.3504 -3.9817 -2.5898 0.0 -0.1 -0.2
H 4.0463 -1.9710 -1.4695 -0.1 0.1 0.2
C -8.9780 0.5683 2.2312 0.2 0.2 0.3
O -9.3371 0.7461 3.6037 -0.2 -0.1 -0.1
H -9.7295 -0.0609 1.7606 0.0 0.0 0.1
H -8.9502 1.5352 1.7216 0.0 -0.1 -0.1
H -8.0047 0.0846 2.1485 0.0 0.0 -0.2
H -8.6656 1.3020 4.0054 0.0 0.0 0.0
C 4.4632 4.5602 -3.9901 -0.2 0.3 0.0
O 3.1532 4.8383 -3.4998 0.0 -0.2 -0.2
H 4.7016 3.5240 -3.7651 -0.1 0.0 0.1
H 4.4970 4.7138 -5.0730 0.2 -0.1 0.0
H 5.1921 5.2127 -3.5031 0.1 -0.1 -0.1
H 2.9582 5.7564 -3.7048 -0.1 0.0 0.1
C 4.8454 -3.0220 3.1498 -0.1 0.1 0.2
O 3.7850 -2.4098 3.8676 0.0 -0.1 0.1
H 4.4875 -3.2285 2.1446 -0.1 0.1 0.0
H 5.7088 -2.3517 3.0916 0.1 -0.1 -0.1
H 5.1443 -3.9618 3.6279 0.1 0.0 -0.1
H 4.0995 -2.2246 4.7559 0.0 0.1 0.0
C 2.2807 3.1418 -7.3219 -0.1 0.1 0.5
O 1.2291 3.5907 -6.4780 0.0 0.1 -0.1
H 1.8484 2.8392 -8.2727 0.0 0.0 0.0
H 3.0002 3.9486 -7.4948 0.1 -0.1 -0.1
H 2.7857 2.2854 -6.8670 0.1 0.0 -0.2
H 1.6183 3.8544 -5.6368 -0.1 -0.1 0.1
C 0.0475 -3.5335 5.5519 0.2 0.3 -0.2
O -0.0228 -2.1796 5.1461 -0.1 -0.1 0.4
H -0.9646 -3.8784 5.7576 0.0 0.0 0.0
H 0.4800 -4.1488 4.7572 0.0 -0.1 0.1
H 0.6507 -3.6377 6.4619 0.0 -0.2 0.0
H 0.8741 -1.8867 4.9536 -0.1 0.1 -0.4
```
Positions in Å, forces in eV/Å.

These are the natural (NBO) partial charges, in e, on atoms 1 to 6: 1.9176 -0.2232 -0.2483 -0.2210 -0.2952 0.0124

Record 3
Entry from the Open Molecules 2025 dataset: a structure of composition C45H48CsN5O2P2S2 (ωB97M-V/def2-TZVPD).

The HOMO-LUMO gap comes out at 0.213 Ha. Its charge is -2. The total energy comes out at -99789.281 eV.

XYZ file:
```
105
Properties=species:S:1:pos:R:3:forces:R:3
Cs 0.7580 -1.4306 -0.1216 0.4 0.2 -0.8
O 3.4504 -2.7093 -0.9037 0.0 0.0 0.1
C 3.6913 -3.4660 -1.8897 0.1 0.0 0.0
C 4.9363 -3.4335 -2.6032 0.0 0.0 0.0
C 5.1732 -4.2108 -3.7116 0.0 0.0 0.0
C 4.2011 -5.0829 -4.2152 0.0 0.0 0.0
C 2.9884 -5.1511 -3.5484 0.0 0.0 0.0
C 2.7332 -4.4175 -2.3945 0.0 0.0 0.0
C 1.4002 -4.5014 -1.7705 0.0 0.0 0.1
N 1.0773 -4.6513 -0.5491 0.0 -0.1 -0.1
C 2.1049 -4.9954 0.4257 0.0 0.0 0.0
C 2.0286 -4.1818 1.7164 0.0 0.0 0.0
N 0.6889 -4.2569 2.2734 -0.1 0.0 0.0
C 0.1822 -3.2540 2.8638 0.0 0.0 0.1
C 0.7847 -1.9598 3.2609 0.0 0.0 0.0
C 1.8963 -1.8948 4.0964 0.0 0.0 0.0
C 2.3551 -0.6831 4.5906 0.0 0.0 0.0
C 1.6768 0.4858 4.2287 0.0 0.0 0.0
C 0.5820 0.4509 3.3939 0.0 0.0 0.0
C 0.0958 -0.7742 2.8561 0.0 0.0 0.0
O -0.8403 -0.8317 1.9828 -0.5 0.1 0.6
H 5.6874 -2.7426 -2.2369 0.0 0.0 0.0
H 6.1332 -4.1339 -4.2154 0.0 0.0 0.0
H 4.3860 -5.6766 -5.1019 0.0 0.0 0.0
H 2.2056 -5.8059 -3.9253 0.0 0.0 0.0
H 0.5558 -4.3848 -2.4603 0.0 0.0 0.0
H 3.1178 -4.9260 0.0263 0.0 0.0 0.0
H 1.9006 -6.0392 0.6934 0.0 0.0 0.0
H 2.3856 -3.1580 1.5538 0.0 -0.1 0.0
H 2.7340 -4.6390 2.4206 0.0 0.0 0.0
H -0.8695 -3.3592 3.1474 0.0 0.0 0.0
H 2.3976 -2.8181 4.3715 0.0 0.0 0.0
H 3.2233 -0.6418 5.2367 0.0 0.0 0.0
H 2.0319 1.4447 4.5957 0.0 0.0 0.0
H 0.0904 1.3626 3.0758 0.0 0.0 0.0
C -3.1974 -5.4063 -3.0351 0.0 0.0 0.0
C -3.1016 -4.6270 -4.1830 0.0 0.0 0.0
C -2.4871 -3.3881 -4.1337 0.0 0.0 0.0
C -1.9620 -2.9323 -2.9273 0.0 0.0 0.0
C -2.0457 -3.7106 -1.7794 0.0 0.0 -0.1
C -2.6713 -4.9473 -1.8372 0.0 0.0 0.0
N -1.2719 -1.6858 -2.8097 -0.1 -0.1 -0.1
N -1.6383 -0.8331 -3.6252 0.0 0.0 0.1
C -0.9379 0.4107 -3.4967 0.0 0.0 0.0
C -1.6664 1.5525 -3.7865 0.1 0.0 0.0
C -1.0428 2.7803 -3.6003 0.0 0.0 0.0
C 0.2755 2.8043 -3.1849 0.0 0.0 0.0
C 0.9270 1.5900 -2.9891 0.0 0.0 0.0
N 0.3372 0.4094 -3.1291 -0.1 -0.1 0.0
H -3.6697 -6.3801 -3.0811 0.0 0.0 0.0
H -3.4970 -4.9938 -5.1226 0.0 0.0 0.0
H -2.3883 -2.7709 -5.0160 0.0 0.0 0.0
H -1.6217 -3.3646 -0.8470 0.1 0.0 0.0
H -2.7244 -5.5532 -0.9424 0.0 0.0 0.0
H -2.6936 1.4611 -4.1123 0.0 0.0 0.0
H -1.5861 3.7029 -3.7637 0.0 0.0 0.0
H 0.7979 3.7282 -2.9718 0.0 0.0 0.0
H 1.9622 1.5772 -2.6723 0.0 0.0 0.0
S 2.0429 5.5069 -1.1483 0.0 0.0 0.0
P 1.7090 4.3309 0.4226 -0.1 0.0 0.0
S 1.3672 2.3974 0.2064 0.1 0.0 0.0
C 3.0643 4.5654 1.6464 0.0 0.0 0.0
C 3.6123 5.8314 1.8392 0.0 0.0 0.0
C 4.5890 6.0334 2.8009 0.0 0.0 0.0
C 5.0326 4.9683 3.5771 0.0 0.0 0.0
C 4.4959 3.7049 3.3833 0.0 0.0 0.0
C 3.5135 3.5035 2.4212 0.0 0.0 0.0
C 0.3088 5.0191 1.4069 0.0 0.0 0.0
C -0.4412 6.0988 0.9638 0.0 0.0 0.0
C -1.4999 6.5791 1.7269 0.0 0.0 0.0
C -1.8048 5.9921 2.9450 0.0 0.0 0.0
C -1.0531 4.9127 3.3966 0.0 0.0 0.0
C -0.0096 4.4267 2.6281 0.0 0.0 0.0
H 3.2741 6.6492 1.2137 0.0 0.0 0.0
H 5.0111 7.0218 2.9430 0.0 0.0 0.0
H 5.8003 5.1245 4.3264 0.0 0.0 0.0
H 4.8409 2.8669 3.9773 0.0 0.0 0.0
H 3.0906 2.5188 2.2559 0.0 0.0 0.0
H -0.1828 6.5517 0.0139 0.0 0.0 0.0
H -2.0876 7.4155 1.3656 0.0 0.0 0.0
H -2.6306 6.3651 3.5395 0.0 0.0 0.0
H -1.2918 4.4393 4.3414 0.0 0.0 0.0
H 0.5631 3.5712 2.9668 0.0 0.0 0.0
C -3.2164 2.8531 0.8790 0.0 0.0 0.0
C -2.2454 1.8458 0.2734 0.0 0.0 0.0
P -2.9269 0.2482 -0.3344 0.1 0.0 0.1
C -3.7755 -0.3882 1.1833 0.0 0.0 0.0
C -3.8724 -1.9116 1.2003 0.0 0.0 0.0
C -4.3757 0.8428 -1.3303 0.0 0.0 0.0
C -5.0526 -0.2984 -2.0856 0.0 0.0 0.0
H -2.6774 3.7298 1.2441 0.0 0.0 0.0
H -3.7613 2.4239 1.7236 0.0 0.0 0.0
H -3.9516 3.1990 0.1480 0.0 0.0 0.0
H -1.4799 1.5595 0.9991 0.0 0.0 0.0
H -1.6947 2.2981 -0.5571 0.0 0.0 0.0
H -4.7620 0.0760 1.2940 0.0 0.0 0.0
H -3.1459 -0.0757 2.0183 0.0 0.0 0.0
H -4.3993 -2.3051 0.3266 0.0 0.0 0.0
H -4.3942 -2.2639 2.0947 0.0 0.0 0.0
H -2.8675 -2.3351 1.2139 0.0 0.0 0.0
H -3.9854 1.5796 -2.0391 0.0 0.0 0.0
H -5.0974 1.3645 -0.6938 0.0 0.0 0.0
H -4.3412 -0.8028 -2.7432 0.0 0.0 0.0
H -5.8880 0.0582 -2.6950 0.0 0.0 0.0
H -5.4446 -1.0489 -1.3957 0.0 0.0 0.0
```
Positions in Å, forces in eV/Å.

These are the Mulliken partial charges, in e, on atoms 1 to 6: 1.2611 -0.7161 -0.1409 -0.7720 -0.3331 -0.6932

Record 4
Entry from the Open Molecules 2025 dataset: a cluster of 2 separate species, C7H13N in total in a non-equilibrium geometry (ωB97M-V/def2-TZVPD).

The HOMO-LUMO gap comes out at 0.258 Ha. Its charge is 0. The total energy comes out at -8953.144 eV.

XYZ file:
```
21
Properties=species:S:1:pos:R:3:forces:R:3
C -0.4649 0.3778 1.5233 -1.7 0.1 0.5
C 1.0356 0.5976 1.3758 0.2 -0.3 0.6
C 1.7533 -0.6142 0.7869 -0.6 -1.1 -0.5
C -1.8687 -0.3980 -2.3504 0.3 1.9 -0.6
C -0.8102 -0.9677 -1.7285 1.8 -0.3 0.8
C 0.0869 -1.4314 -0.9834 0.0 -0.8 -0.4
C 1.3899 -0.7970 -0.7120 0.1 1.4 0.8
N -1.3676 1.2979 0.8063 0.8 -0.5 -0.8
H -0.7793 0.4001 2.5764 0.6 0.1 0.2
H -0.7876 -0.6353 1.2685 0.4 0.0 -0.5
H 1.3113 1.4591 0.7662 -0.4 0.2 0.0
H 1.3589 0.7982 2.4007 0.6 0.0 -0.2
H 1.3938 -1.5467 1.2385 0.1 0.2 0.4
H 2.8342 -0.6154 0.9250 0.0 0.4 0.0
H -1.8600 -0.1582 -3.4039 0.0 -0.4 -0.1
H -2.8073 -0.1891 -1.8436 0.1 0.2 0.2
H -0.2080 0.4686 -2.1760 -2.2 -0.9 -0.4
H 1.3195 0.2471 -1.1311 0.2 -0.2 -0.2
H 2.2222 -1.2704 -1.2301 -0.2 -0.3 -0.2
H -2.2249 0.8101 0.6038 -0.3 0.3 0.1
H -1.5271 2.1670 1.2877 -0.2 0.0 0.1
```
Positions in Å, forces in eV/Å.

These are the natural (NBO) partial charges, in e, on atoms 1 to 6: -0.2260 -0.4251 -0.3879 -0.3148 -0.2217 -0.0911

Record 5
Entry from the Open Molecules 2025 dataset: a cluster of 2 separate species, CH3N2OS in total in a non-equilibrium geometry (ωB97M-V/def2-TZVPD).

The HOMO-LUMO gap (spin up / spin down) comes out at 0.252 / 0.252 Ha. Its charge is -1. The total energy comes out at -16943.671 eV.

XYZ file:
```
8
Properties=species:S:1:pos:R:3:forces:R:3
C 0.8492 0.4138 -0.7689 -0.3 0.5 -1.0
N 1.2168 -0.0542 0.4540 0.1 -0.4 1.0
N -1.0514 -0.4475 1.1936 1.9 1.9 -2.2
O -1.7247 -0.0662 0.2260 -0.8 -0.8 1.0
S -1.3787 -1.5104 2.3111 -1.1 -1.2 1.0
H 1.1348 -0.2534 -1.6140 0.0 0.0 0.1
H -0.2719 0.4825 -0.8049 0.3 0.0 0.1
H 1.2258 1.4354 -0.9970 0.0 0.0 0.0
```
Positions in Å, forces in eV/Å.

These are the natural (NBO) partial charges, in e, on atoms 1 to 6: -0.5826 -0.2727 -0.1333 -0.4805 -0.1240 0.1618

Record 6
Entry from the Open Molecules 2025 dataset: an isolated molecule of C10H13N2OPS in a non-equilibrium geometry (ωB97M-V/def2-TZVPD).

The HOMO-LUMO gap comes out at 0.267 Ha. Its charge is 0. The total energy comes out at -35729.941 eV.

XYZ file:
```
28
Properties=species:S:1:pos:R:3:forces:R:3
C 3.5591 1.3041 -0.1424 0.8 -1.8 -1.2
C 2.8434 1.4218 0.9962 -0.8 0.1 1.4
C 3.3549 0.3268 -1.1159 0.1 0.8 -0.2
C 1.8117 0.5174 1.2979 -0.6 0.8 -2.3
C 2.2505 -0.4458 -0.9288 -0.9 -1.0 -0.8
C 1.4719 -0.3534 0.2192 -0.8 0.1 2.0
C -2.1153 0.8007 -0.2500 0.8 -1.4 1.2
C -1.1668 0.2724 -1.3434 0.3 2.6 -0.9
C -2.3137 0.8249 2.1627 -3.0 -1.3 1.8
C -2.0086 -1.9736 -1.4048 0.1 -1.8 -0.5
N -1.6054 0.5840 0.9718 2.3 -2.0 -0.7
N -0.9174 -1.0737 -1.0528 0.6 -2.9 0.4
O -3.2320 1.1860 -0.4782 -1.5 1.2 -0.9
P -0.0995 -1.3335 0.4350 -0.4 1.6 -1.0
S 0.1140 -3.0576 1.3547 -0.7 1.8 -0.9
H 4.4324 1.8461 -0.1390 1.7 1.7 -0.7
H 3.1645 2.3006 1.5649 -0.6 -0.6 0.6
H 3.9073 0.2140 -2.0743 -0.2 0.3 1.1
H 1.0751 0.7253 2.0685 0.4 -0.4 0.2
H 1.9989 -1.0727 -1.7801 -0.4 -0.3 0.4
H -1.6514 0.4574 -2.3915 1.1 -0.5 1.9
H -0.1665 0.7599 -1.1977 -1.0 0.3 -0.7
H -2.7181 -0.0736 2.8337 1.1 0.8 -1.8
H -1.6293 1.2745 2.8982 -0.8 0.9 -0.3
H -3.3838 1.2577 1.8857 2.5 0.2 0.7
H -2.9954 -1.5383 -1.4728 0.0 1.0 -0.3
H -1.8212 -2.5561 -2.3988 -0.1 0.9 2.0
H -2.1593 -2.5953 -0.5180 0.2 -0.9 -0.6
```
Positions in Å, forces in eV/Å.

These are the natural (NBO) partial charges, in e, on atoms 1 to 6: -0.1946 -0.2041 -0.1947 -0.1701 -0.2016 -0.3927

Record 7
Entry from the Open Molecules 2025 dataset: the ion C4H10NO2 with charge +1 in a non-equilibrium geometry (ωB97M-V/def2-TZVPD).

The HOMO-LUMO gap comes out at 0.412 Ha. Its charge is +1. The total energy comes out at -9887.542 eV. As for the SMILES: CC[C@H]([NH3+])C(=O)O.

XYZ file:
```
17
Properties=species:S:1:pos:R:3:forces:R:3
C -2.4150 0.8449 -0.7712 -4.6 2.1 -0.4
C -0.9405 0.8311 -0.7500 0.3 0.4 1.0
C -0.2517 -0.2705 0.0698 -2.6 -1.1 -0.8
N -0.6147 -0.3269 1.5369 -2.0 -4.1 -0.1
C 1.2266 -0.2547 -0.2069 1.8 -1.6 0.6
O 1.8136 0.0861 -1.1997 -1.3 -0.3 1.7
O 1.8036 -0.8684 0.9148 -0.4 0.8 -1.3
H -3.0268 1.5926 -0.0511 1.8 -1.7 -1.2
H -3.0154 -0.0734 -0.7739 0.7 -0.3 0.3
H -2.7279 1.2574 -1.7843 0.4 -0.3 1.2
H -0.6569 0.6221 -1.7805 0.7 0.4 0.2
H -0.6812 1.8667 -0.3920 0.6 -1.1 -0.7
H -0.7720 -1.2833 -0.0782 1.4 1.2 -1.7
H -0.5297 -1.4005 1.9052 0.3 3.3 -0.9
H -1.6425 -0.1484 1.6486 1.1 0.5 0.0
H -0.0337 0.2395 2.0577 1.3 1.7 2.0
H 2.7342 -1.0301 0.7198 0.4 0.0 0.1
```
Positions in Å, forces in eV/Å.

These are the natural (NBO) partial charges, in e, on atoms 1 to 6: -0.6795 -0.4501 -0.1467 -0.6752 0.7651 -0.4729

Record 8
Entry from the Open Molecules 2025 dataset: a cluster of 2 separate species, C3H10NO in total (ωB97M-V/def2-TZVPD).

The HOMO-LUMO gap (spin up / spin down) comes out at 0.349 / 0.249 Ha. Its charge is 0. The total energy comes out at -6807.632 eV. As for the multiplicity: 2.

XYZ file:
```
15
Properties=species:S:1:pos:R:3:forces:R:3
C 0.5194 -0.3416 2.4815 0.2 0.1 0.7
O 0.7147 0.6036 1.5083 -0.1 0.0 0.4
H 0.1979 -1.2883 2.0301 0.0 0.0 -0.2
H 1.4392 -0.5600 3.0393 0.1 0.0 -0.2
H -0.2608 -0.0698 3.2014 -0.2 0.1 -0.2
C -1.0406 1.0228 -1.2756 0.1 -0.3 0.0
N -0.7260 -0.3705 -1.5596 -0.2 -0.2 0.3
C 0.5514 -0.8411 -1.0517 0.3 0.4 -0.2
H -0.8535 1.1776 -0.2171 0.0 0.2 0.1
H -0.4554 1.7499 -1.8533 0.1 0.0 0.0
H -2.0998 1.1990 -1.4619 0.0 0.1 -0.1
H -0.7948 -0.5620 -2.5479 0.0 0.0 0.0
H 1.4012 -0.4421 -1.6247 0.1 -0.1 0.1
H 0.5937 -1.9288 -1.0817 0.0 -0.1 0.0
H 0.7203 -0.5144 -0.0164 -0.2 -0.2 -0.5
```
Positions in Å, forces in eV/Å.

These are the natural (NBO) partial charges, in e, on atoms 1 to 6: -0.3267 -0.2809 0.2343 0.1777 0.1830 -0.4181